No. 1
The following is a quantum chemistry calculation of a cluster of 2 separate species, C2H10NO in total in a non-equilibrium geometry, from the OMol25 dataset.

```
14
Properties=species:S:1:pos:R:3
N 1.722 0.158 1.049
H 1.094 -0.656 1.256
H 1.069 0.943 1.024
H 2.355 0.290 1.850
H 2.151 0.001 0.116
C -0.439 0.219 -0.862
O -0.067 -1.173 -0.502
C -1.500 0.769 0.039
H 0.395 0.903 -0.983
H -0.774 -0.021 -1.880
H -0.874 -1.688 -0.626
H -1.238 0.756 1.081
H -1.847 1.777 -0.274
H -2.493 0.259 -0.169
```

Calculated values
E_tot ... -5769.990 eV
E_HOMO (alpha / beta) ... -3.62 / -11.04 eV
Energy relative to the best compared isomer or geometry (same formula, charge and spin) ... 17.0 kcal per mole
Charge ... 0
Multiplicity ... 2

Computed natural (NBO) charges, given in elementary charges: -1.36 0.41 0.33 0.33 0.36 -0.13 -0.76 -0.68 0.18 0.19 0.48 0.22 0.23 0.21

=====

No. 2
The following is a quantum chemistry calculation of the molecule C8H9N3 in a non-equilibrium geometry, from the OMol25 dataset.

```
20
Properties=species:S:1:pos:R:3
C -1.173 -1.882 0.013
C -2.385 -1.531 -0.436
C -0.252 -0.876 0.728
C -2.784 -0.138 -0.249
C 0.879 -0.388 0.151
C 1.534 -0.593 -1.167
C -2.065 0.955 -0.180
C 2.709 1.050 0.146
N -1.647 2.008 0.263
N 1.705 0.418 0.907
N 2.599 0.171 -1.087
H -0.954 -2.932 -0.220
H -2.994 -2.185 -0.842
H -0.457 -0.709 1.760
H -3.903 -0.117 -0.102
H 2.434 2.079 -0.005
H 3.608 0.893 0.706
H -1.629 2.831 -0.296
H 1.602 0.889 1.798
H 3.174 0.055 -1.888
```

Calculated values
E_tot ... -12906.522 eV
E_HOMO ... -7.38 eV
Energy relative to the best compared isomer or geometry (same formula, charge and spin) ... 131.2 kcal per mole
Charge ... 0
Multiplicity ... 1

Computed natural (NBO) charges, given in elementary charges: -0.18 -0.19 -0.27 -0.46 0.05 0.08 0.45 -0.06 -0.65 -0.63 -0.57 0.21 0.19 0.22 0.25 0.18 0.19 0.37 0.40 0.42

=====

No. 3
The following is a quantum chemistry calculation of the ion C5H7N4O with charge +1 in a non-equilibrium geometry, from the OMol25 dataset.

```
17
Properties=species:S:1:pos:R:3
C 1.966 0.679 0.984
C -1.726 -1.570 -0.950
C -0.339 1.345 0.499
C 0.908 1.796 1.103
C 0.899 -0.464 -0.654
N 1.887 -0.318 0.216
N -1.509 -0.219 -0.843
N -0.250 0.204 -0.482
N -0.746 -2.367 -0.999
O -1.412 1.793 0.749
H 2.874 0.599 1.598
H -2.717 -1.769 -1.008
H 0.791 1.807 2.158
H 1.361 2.597 0.478
H 1.052 -1.042 -1.445
H -2.241 0.277 -0.412
H -0.797 -3.350 -0.994
```

Calculated values
E_tot ... -13296.497 eV
E_HOMO (alpha / beta) ... -14.15 / -14.15 eV
SMILES ... [H]/N=C/N[N+]1=CN=CCC1=O
Energy relative to the best compared isomer or geometry (same formula, charge and spin) ... 71.9 kcal per mole
Charge ... +1
Multiplicity ... 1

Computed natural (NBO) charges, given in elementary charges: 0.27 0.29 0.70 -0.61 0.43 -0.44 -0.40 -0.22 -0.69 -0.45 0.24 0.20 0.30 0.32 0.24 0.43 0.40

=====

No. 4
The following is a quantum chemistry calculation of the molecule C3H2N4O in a non-equilibrium geometry, from the OMol25 dataset.

```
10
Properties=species:S:1:pos:R:3
C 0.080 1.013 0.341
C -0.878 -1.000 -0.770
C -0.301 -1.458 0.411
H -1.809 -1.469 -1.070
H -0.750 -2.172 1.137
N -0.015 0.978 -0.996
N -0.415 0.010 -1.687
N 0.945 -1.070 0.672
N 1.387 0.090 0.490
O -0.520 1.533 1.336
```

Calculated values
E_tot ... -11145.892 eV
E_HOMO ... -9.76 eV
SMILES ... O=c1nnccnn1
Energy relative to the best compared isomer or geometry (same formula, charge and spin) ... 78.0 kcal per mole
Charge ... 0
Multiplicity ... 1

Computed natural (NBO) charges, given in elementary charges: 0.69 -0.10 -0.09 0.22 0.25 -0.18 -0.08 -0.12 -0.09 -0.51

=====

No. 5
The following is a quantum chemistry calculation of a cluster of 5 separate species, C27H45BrCl12F10N2O6S in total in a non-equilibrium geometry, from the OMol25 dataset.

```
104
Properties=species:S:1:pos:R:3
C -3.336 -6.167 -1.498
C -2.359 -7.322 -1.286
O -1.643 -7.268 -0.068
C -0.632 -6.279 -0.039
C -0.959 -5.194 0.959
O 0.040 -4.196 1.020
C 0.157 -3.463 -0.155
O 0.585 -2.191 0.256
C 1.177 -1.407 -0.676
F 0.449 -1.420 -1.837
Br 2.966 -2.075 -1.195
C 1.325 0.020 -0.153
C 2.002 0.009 1.219
C 3.103 1.049 1.357
C 3.926 0.898 2.650
C 3.693 2.033 3.653
N 4.943 2.582 4.234
C 5.026 2.380 5.684
C 5.185 3.879 3.760
C 5.671 4.925 4.716
O 4.995 4.143 2.562
O 0.012 0.533 -0.191
C -0.199 1.880 0.169
N -0.126 2.012 1.631
C 0.786 2.871 -0.479
C 1.123 4.089 0.361
O 0.007 4.912 0.662
C -1.623 2.192 -0.313
C -1.925 1.957 -1.788
C -2.437 0.547 -2.116
C -1.779 -0.067 -3.345
C -2.376 0.453 -4.627
F -2.420 1.825 -4.699
F -3.699 0.026 -4.705
C -1.735 -0.104 -5.936
F -1.443 -1.460 -5.757
F -2.645 0.027 -6.972
S -0.164 0.810 -6.518
F -1.078 2.053 -6.870
F 0.068 1.402 -5.059
F 0.780 -0.414 -6.147
F -0.364 0.220 -7.980
F 1.097 1.619 -7.019
H -3.507 -5.644 -0.564
H -2.979 -5.459 -2.237
H -4.293 -6.551 -1.831
H -1.657 -7.384 -2.116
H -2.906 -8.254 -1.274
H 0.296 -6.761 0.253
H -0.498 -5.874 -1.041
H -0.994 -5.637 1.949
H -1.930 -4.734 0.778
H -0.810 -3.391 -0.655
H 0.887 -3.907 -0.831
H 1.983 0.518 -0.861
H 1.267 0.133 2.002
H 2.471 -0.956 1.381
H 3.762 0.924 0.502
H 2.687 2.050 1.318
H 4.977 0.871 2.397
H 3.649 -0.042 3.116
H 3.100 1.654 4.479
H 3.146 2.841 3.186
H 5.050 1.313 5.873
H 4.170 2.799 6.208
H 5.944 2.790 6.078
H 4.995 5.054 5.550
H 5.812 5.846 4.174
H 6.627 4.626 5.136
H -0.821 2.682 1.928
H -0.417 1.127 2.024
H 1.741 2.422 -0.736
H 0.369 3.252 -1.407
H 1.854 4.667 -0.206
H 1.599 3.810 1.290
H -0.416 5.131 -0.164
H -2.275 1.534 0.261
H -1.869 3.204 -0.018
H -2.694 2.667 -2.082
H -1.073 2.189 -2.419
H -3.515 0.543 -2.233
H -2.199 -0.110 -1.288
H -1.905 -1.143 -3.374
H -0.713 0.117 -3.308
C -3.881 -8.740 2.480
Cl -3.480 -9.946 3.703
Cl -5.142 -9.348 1.400
Cl -4.386 -7.228 3.228
H -2.993 -8.538 1.895
C -5.141 3.081 -5.987
Cl -5.452 3.478 -4.295
Cl -6.628 3.141 -6.931
Cl -3.915 4.149 -6.667
H -4.759 2.070 -6.023
C 3.707 8.422 4.541
Cl 3.577 7.502 6.043
Cl 5.308 9.146 4.391
Cl 3.342 7.402 3.153
H 2.980 9.220 4.578
C -3.738 -2.970 3.209
Cl -3.142 -4.247 4.267
Cl -2.530 -1.699 3.028
Cl -4.198 -3.597 1.622
H -4.618 -2.538 3.664
```

Calculated values
E_tot ... -302313.155 eV
E_HOMO ... -9.38 eV
SMILES ... CCOCCOCO[C@](F)(Br)[C@H](CCCCN(C)C(C)=O)O[C@@](N)(CCO)CCCCC(F)(F)C(F)(F)S(F)(F)(F)(F)F.ClC(Cl)Cl.ClC(Cl)Cl.ClC(Cl)Cl.ClC(Cl)Cl
Charge ... 0
Multiplicity ... 1

Mulliken population analysis, charges in e, atoms 1 to 99: -0.72 -0.47 -0.37 -0.58 0.48 -0.58 -0.66 0.03 -0.10 -0.14 -0.11 -0.08 -0.93 0.54 -1.17 -0.61 0.14 -1.23 0.78 -1.38 -0.62 -0.05 1.67 -0.58 -0.96 -0.97 -0.59 -2.33 -0.41 -0.81 -1.27 0.96 -0.21 -0.42 0.54 -0.28 -0.28 1.33 -0.27 -0.26 -0.31 -0.32 -0.30 0.03 0.26 0.36 0.36 0.44 0.24 0.39 0.35 -0.26 0.38 0.29 0.79 -0.09 0.82 0.34 -0.62 0.35 0.42 0.49 0.31 0.37 0.41 0.38 0.28 0.39 0.36 0.38 0.20 0.51 0.45 0.46 0.07 0.37 0.41 0.67 0.50 0.24 0.55 0.28 0.66 0.41 0.43 -0.14 -0.15 -0.10 -0.05 0.43 -0.14 -0.14 -0.14 -0.06 -0.07 -0.12 -0.12 -0.05 0.36

=====

No. 6
The following is a quantum chemistry calculation of a structure of composition C5H8GaLiO3 in a non-equilibrium geometry, from the OMol25 dataset.

```
18
Properties=species:S:1:pos:R:3
C 0.751 2.436 -0.173
C -0.545 2.786 -0.764
H 0.840 2.767 0.875
H 1.618 2.787 -0.760
H -0.456 3.460 -1.625
Ga -2.020 1.557 -0.295
O 0.663 -1.056 0.855
Li -0.978 -0.229 3.220
O -0.188 0.709 1.844
C 0.443 0.235 0.902
O 0.801 0.910 -0.145
C 0.147 -1.858 -0.235
C 0.590 -3.283 -0.025
H -0.947 -1.774 -0.246
H 0.525 -1.445 -1.179
H 0.247 -3.662 0.947
H 0.147 -3.903 -0.815
H 1.683 -3.368 -0.081
```

Calculated values
E_tot ... -64000.380 eV
E_HOMO (alpha / beta) ... -21.65 / -24.80 eV
Energy relative to the best compared isomer or geometry (same formula, charge and spin) ... 1.4 kcal per mole
Charge ... +3
Multiplicity ... 2

Computed natural (NBO) charges, given in elementary charges: -0.20 -0.46 0.28 0.32 0.29 1.34 -0.31 0.99 -0.72 1.02 -0.46 -0.10 -0.62 0.32 0.35 0.32 0.30 0.35

=====

No. 7
The following is a quantum chemistry calculation of the molecule C5H7NO, from the OMol25 dataset.

```
14
Properties=species:S:1:pos:R:3
C 1.001 0.986 -1.957
C 0.470 0.267 -0.733
C -0.669 0.706 -0.168
O -1.208 0.098 0.933
C -0.484 -0.818 1.569
N -1.334 -1.460 2.392
C 1.139 -0.899 -0.273
H 2.075 0.835 -2.108
H 0.820 2.061 -1.871
H 0.489 0.612 -2.848
H -1.208 1.601 -0.438
H -2.326 -1.228 2.417
H -1.019 -2.115 3.089
H 2.204 -0.615 -0.098
```

Calculated values
E_tot ... -8830.622 eV
E_HOMO ... -7.35 eV
Energy relative to the best compared isomer or geometry (same formula, charge and spin) ... 128.7 kcal per mole
Charge ... 0
Multiplicity ... 1

Computed natural (NBO) charges, given in elementary charges: -0.62 -0.23 0.07 -0.49 0.43 -0.81 -0.13 0.22 0.22 0.23 0.19 0.39 0.40 0.14

=====

No. 8
The following is a quantum chemistry calculation of a cluster of 2 separate species, C3H7N2S in total in a non-equilibrium geometry, from the OMol25 dataset.

```
13
Properties=species:S:1:pos:R:3
C -1.097 0.014 -1.019
C -0.372 0.870 -0.050
C -1.472 -0.778 0.907
N -1.632 -0.971 -0.417
N -0.758 0.264 1.116
S 2.973 0.161 -0.295
H -1.131 0.001 -2.067
H 0.625 0.864 -0.384
H -0.718 1.902 -0.180
H -1.978 -1.422 1.554
H 3.891 -0.479 -1.170
H -0.506 0.478 2.118
H 2.175 -0.903 -0.113
```

Calculated values
E_tot ... -17031.493 eV
E_HOMO ... -13.47 eV
Energy relative to the best compared isomer or geometry (same formula, charge and spin) ... 47.9 kcal per mole
Charge ... +1
Multiplicity ... 1

Computed natural (NBO) charges, given in elementary charges: 0.24 -0.37 0.38 -0.42 -0.43 -0.31 0.25 0.32 0.30 0.25 0.21 0.47 0.13

=====

No. 9
The following is a quantum chemistry calculation of a cluster of 2 separate species, C2H10NOS2 in total in a non-equilibrium geometry, from the OMol25 dataset.

```
16
Properties=species:S:1:pos:R:3
N 0.193 -1.321 0.323
C 1.124 -0.480 -0.518
C 0.341 0.100 -1.700
S 0.750 1.861 -1.952
S -0.367 2.928 -0.607
H -0.382 -0.767 0.976
H -0.450 -1.817 -0.305
H 0.618 -2.154 0.735
H 1.619 0.309 0.035
H 1.969 -1.144 -0.718
H -0.701 0.133 -1.369
H 0.362 -0.404 -2.659
H 0.461 3.873 -0.159
H -1.452 -0.816 3.098
H -2.450 0.066 2.563
O -1.636 -0.365 2.257
```

Calculated values
E_tot ... -27437.338 eV
E_HOMO ... -11.89 eV
Energy relative to the best compared isomer or geometry (same formula, charge and spin) ... 22.0 kcal per mole
Charge ... +1
Multiplicity ... 1

Computed natural (NBO) charges, given in elementary charges: -0.69 -0.25 -0.57 0.13 -0.14 0.48 0.43 0.44 0.25 0.23 0.22 0.27 0.17 0.49 0.51 -0.97

=====

No. 10
The following is a quantum chemistry calculation of the molecule C5H8, from the OMol25 dataset.

```
13
Properties=species:S:1:pos:R:3
C -0.269 1.395 -0.506
C -0.191 0.127 0.359
C -1.082 -1.011 -0.165
C 1.203 -0.343 0.410
C 2.335 -0.752 0.356
H 0.427 2.163 -0.145
H -0.014 1.161 -1.546
H -1.281 1.810 -0.488
H -0.519 0.386 1.375
H -1.152 -1.816 0.573
H -0.657 -1.430 -1.082
H -2.093 -0.657 -0.381
H 3.328 -1.140 0.288
```

Calculated values
E_tot ... -5312.926 eV
E_HOMO ... -9.96 eV
SMILES ... C#CC(C)C
Energy relative to the best compared isomer or geometry (same formula, charge and spin) ... 28.6 kcal per mole
Charge ... 0
Multiplicity ... 1

Computed natural (NBO) charges, given in elementary charges: -0.59 -0.30 -0.59 0.02 -0.27 0.22 0.21 0.21 0.22 0.22 0.21 0.21 0.24

=====

No. 11
The following is a quantum chemistry calculation of a cluster of 2 separate species, C6H14O in total in a non-equilibrium geometry, from the OMol25 dataset.

```
21
Properties=species:S:1:pos:R:3
C 0.263 -2.213 -0.108
C 0.109 -0.698 -0.394
C 1.289 0.071 -1.077
C 1.654 1.438 -0.547
C 2.089 1.902 1.823
C 2.534 1.397 0.681
H 1.306 -2.502 -0.006
H -0.058 -2.931 -0.867
H -0.338 -2.543 0.737
H -0.780 -0.594 -1.003
H 0.043 -0.095 0.514
H 1.046 0.247 -2.166
H 2.096 -0.669 -1.127
H 0.724 2.021 -0.382
H 2.155 2.033 -1.322
H 1.029 2.072 1.984
H 2.673 2.063 2.729
H 3.534 0.977 0.583
H -7.586 -0.002 -0.044
H -6.428 -1.048 -0.086
O -7.353 -0.926 0.079
```

Calculated values
E_tot ... -8495.176 eV
E_HOMO ... -9.63 eV
SMILES ... C=CCCCC.O
Energy relative to the best compared isomer or geometry (same formula, charge and spin) ... 39.6 kcal per mole
Charge ... 0
Multiplicity ... 1

Computed natural (NBO) charges, given in elementary charges: -0.62 -0.41 -0.39 -0.44 -0.40 -0.17 0.20 0.21 0.21 0.20 0.20 0.20 0.20 0.21 0.22 0.19 0.20 0.20 0.47 0.47 -0.94

=====

No. 12
The following is a quantum chemistry calculation of the molecule C4H8O2 in a non-equilibrium geometry, from the OMol25 dataset.

```
14
Properties=species:S:1:pos:R:3
C 1.797 -0.363 0.853
C 0.617 0.478 0.408
O 1.108 1.541 -0.398
C -0.366 -0.341 -0.360
C -2.455 -0.299 -0.834
O -1.290 0.334 -1.050
H 2.271 -0.829 -0.016
H 2.529 0.273 1.356
H 1.474 -1.142 1.551
H 0.131 0.911 1.304
H 0.344 1.951 -0.827
H -0.406 -1.421 -0.398
H -2.680 -0.649 0.163
H -3.087 -0.459 -1.698
```

Calculated values
E_tot ... -8368.617 eV
E_HOMO (alpha / beta) ... -7.81 / -8.10 eV
Energy relative to the best compared isomer or geometry (same formula, charge and spin) ... 107.6 kcal per mole
Charge ... 0
Multiplicity ... 1

Computed natural (NBO) charges, given in elementary charges: -0.62 0.01 -0.71 0.10 -0.10 -0.47 0.22 0.22 0.21 0.16 0.47 0.17 0.16 0.17